Entry 1:
C42H42Ge2NOPReTe | ωB97M-V with the def2-TZVPD basis set

For the maximum force, the calculation gives 1.776 eV/A. Its HOMO-LUMO gap is 0.2315 hartree. As for the total energy: -179509.5434 eV. Its charge is +1. Its energy relative to the best compared isomer or geometry (same formula, charge and spin) is 0.000 eV.

```
91
Properties=species:S:1:pos:R:3:mulliken_charge:R:1
Re -0.30595 0.34386 -0.12997 0.154
O -1.18185 -0.51017 2.54221 -0.536
N -0.03028 -0.09119 1.86266 0.837
C 0.97416 -0.13246 2.65649 -0.709
C 2.35320 0.34617 2.47307 0.729
C 3.15830 0.14435 3.60069 -1.040
C 4.47772 0.55919 3.62467 -0.780
C 5.02011 1.18835 2.51384 -0.779
C 4.23353 1.39487 1.39284 -0.291
C 2.90353 0.98642 1.35441 0.646
P 1.96172 1.23035 -0.17510 0.618
C 2.92861 0.27911 -1.38056 0.930
C 2.89449 -1.11040 -1.24385 -1.014
C 3.61347 -1.91274 -2.11231 -0.588
C 4.37330 -1.33474 -3.12076 -0.630
C 4.41529 0.04403 -3.25601 -0.680
C 3.69281 0.85456 -2.39046 -0.555
C 2.09345 2.99431 -0.56963 0.836
C 2.40667 3.93355 0.40776 -0.983
C 2.38907 5.28805 0.10425 -0.757
C 2.06936 5.71146 -1.17586 -0.709
C 1.74730 4.77897 -2.15341 -0.843
C 1.74079 3.42907 -1.84923 -0.575
H -1.87366 -0.44794 1.86257 0.179
H 0.75471 -0.53791 3.63970 0.473
H 2.73886 -0.34496 4.46924 0.427
H 5.07952 0.38766 4.50595 0.434
H 6.05230 1.50933 2.51473 0.457
H 4.66503 1.87401 0.52131 0.497
H 2.31228 -1.57105 -0.45005 0.482
H 3.58419 -2.98809 -2.00113 0.482
H 4.93683 -1.96068 -3.79824 0.415
H 5.01304 0.49491 -4.03635 0.458
H 3.74486 1.92848 -2.49896 0.482
H 2.65959 3.62005 1.41216 0.503
H 2.63096 6.01087 0.87089 0.461
H 2.06825 6.76675 -1.41129 0.437
H 1.49330 5.10466 -3.15326 0.496
H 1.46613 2.71432 -2.61562 0.322
Te -1.69876 -1.83751 -0.70036 -0.154
C -0.91383 0.75062 -2.96600 -0.734
Ge -0.83904 -0.95968 -3.91375 0.740
C 0.69550 -0.98083 -5.11946 -1.179
C -2.51931 -1.28258 -4.82933 -1.172
C -0.56219 -2.26817 -2.49251 -1.035
H -0.75411 1.61156 -3.61492 0.544
H -0.06843 0.83714 -2.22143 -0.777
H -1.86726 0.87879 -2.46124 0.400
H 0.41045 -0.70425 -6.13344 0.409
H 1.13676 -1.97684 -5.14970 0.376
H 1.46186 -0.28431 -4.77606 0.280
H -2.71206 -0.51625 -5.57903 0.385
H -3.33488 -1.26899 -4.10634 0.308
H -2.51069 -2.25150 -5.32534 0.368
H 0.49674 -2.35595 -2.24793 0.178
H -0.89597 -3.26170 -2.79059 0.544
C -1.42084 1.55098 0.22498 0.297
Ge -2.99113 2.67932 0.65057 2.138
C -4.41512 1.39318 0.84177 0.532
C -4.47998 0.63117 2.01113 -0.518
C -5.40633 -0.39261 2.13891 -0.829
C -6.28481 -0.66346 1.09946 -0.511
C -6.23193 0.08527 -0.06551 -0.749
C -5.29916 1.10531 -0.19568 -0.424
C -2.48104 3.48880 2.33284 -0.016
C -3.41552 3.71257 3.34102 -0.316
C -3.03681 4.30521 4.53749 -0.681
C -1.71764 4.68101 4.73752 -0.516
C -0.77690 4.46581 3.73999 -0.692
C -1.15745 3.87247 2.54663 -0.338
C -3.17172 3.89049 -0.83705 -0.043
C -2.04357 4.32055 -1.53607 0.113
C -2.16699 5.23853 -2.56827 -0.608
C -3.41513 5.73262 -2.91730 -0.568
C -4.54339 5.31253 -2.22958 -0.726
C -4.42032 4.39825 -1.19321 -0.445
H -3.81329 0.84642 2.84036 0.563
H -5.44816 -0.97575 3.04934 0.428
H -7.01013 -1.45972 1.19734 0.403
H -6.91363 -0.12835 -0.87766 0.424
H -5.25535 1.66538 -1.12116 0.406
H -4.45049 3.42265 3.20046 0.420
H -3.77141 4.47220 5.31350 0.407
H -1.42284 5.14476 5.66921 0.400
H 0.25187 4.76347 3.89408 0.443
H -0.40978 3.70551 1.77666 0.323
H -1.06024 3.93727 -1.28173 0.257
H -1.28531 5.57319 -3.10027 0.396
H -3.50844 6.44896 -3.72258 0.405
H -5.51804 5.69880 -2.49604 0.410
H -5.31026 4.09117 -0.65652 0.446
```

***

Entry 2:
C7H8O2 | ωB97M-V with the def2-TZVPD basis set

For the maximum force, the calculation gives 5.433 eV/A. Its HOMO-LUMO gap is 0.3381 hartree. As for the total energy: -11478.5348 eV. Its charge is 0. Its SMILES is Cc1cocccco1. Its energy relative to the best compared isomer or geometry (same formula, charge and spin) is 5.025 eV.

```
17
Properties=species:S:1:pos:R:3:mulliken_charge:R:1
C -1.93280 1.36250 1.00427 -1.320
C -1.11812 0.40931 0.25954 0.481
C -1.39435 -0.35559 -0.74287 -0.004
O -0.65247 -1.17358 -1.54786 -0.406
C 0.66750 -1.21827 -1.97567 -0.142
C 1.86018 -0.92604 -1.42239 -0.141
C 2.38569 -0.42990 -0.17059 -0.260
C 1.74329 0.08777 0.92132 -0.143
O 0.26897 0.33580 1.03645 -0.418
H -2.97492 1.13909 0.92677 0.399
H -1.70658 2.35163 0.79510 0.273
H -1.71160 1.10058 1.96237 0.418
H -2.50584 -0.48795 -0.92143 0.212
H 0.47896 -1.36975 -3.02901 0.352
H 2.69141 -1.05027 -2.22151 0.158
H 3.54313 -0.52230 -0.06131 0.195
H 1.98810 0.17929 1.99807 0.347
```

***

Entry 3:
C53H65AuF3N4O7SSiTe | ωB97M-V with the def2-TZVPD basis set

Its multiplicity is 2. For the maximum force, the calculation gives 1.160 eV/A. Its HOMO-LUMO gap (alpha / beta) is 0.2725 / 0.2788 hartree. As for the total energy: -114164.4010 eV. Its charge is 0. Its energy relative to the best compared isomer or geometry (same formula, charge and spin) is 0.000 eV. The expectation value of S² is 0.75.

```
136
Properties=species:S:1:pos:R:3:mulliken_spin:R:1
Au -0.17750 -0.25031 -0.08194 0.524
C 4.31694 -2.02049 5.17459 0.000
C 4.01355 -1.78611 3.71981 0.001
C 4.02559 -0.50276 3.18443 -0.001
C 3.74463 -0.28341 1.84646 0.001
C 3.45786 -1.35959 1.02267 -0.006
C 3.46402 -2.65021 1.53014 0.002
C 3.73159 -2.85606 2.87419 0.000
S 3.14890 -1.09543 -0.70792 0.005
O 2.71454 -2.36162 -1.23596 -0.002
O 4.31368 -0.47106 -1.27708 0.015
N 1.89010 -0.08932 -0.76690 0.131
C 1.96479 1.28513 -0.71688 0.024
C 3.07421 2.13215 -0.83867 0.007
C 2.86348 3.48955 -0.73365 -0.003
C 1.58251 3.99859 -0.52392 0.007
C 0.54243 3.10057 -0.43671 0.000
N 0.72844 1.78624 -0.54192 0.097
H 4.38398 -1.07952 5.72005 0.000
H 5.26617 -2.54587 5.29572 0.000
H 3.54363 -2.63209 5.64341 0.000
H 4.25019 0.34150 3.82546 0.000
H 3.73505 0.72495 1.45593 0.001
H 3.26816 -3.47900 0.86434 -0.001
H 3.73355 -3.86572 3.27148 0.000
H 4.05391 1.71711 -1.01309 0.001
H 3.70750 4.16278 -0.81879 -0.001
H 1.39484 5.05983 -0.45071 0.001
H -0.48264 3.41665 -0.31835 -0.004
C -0.99089 -7.50672 2.58990 0.000
C -1.32276 -6.04129 2.59518 0.001
C -2.34996 -5.52954 1.82570 0.000
C -2.67441 -4.17216 1.84220 0.001
C -3.79738 -3.69043 0.96637 -0.004
C -1.95747 -3.31869 2.67808 -0.005
Te -2.63067 -1.31541 2.89629 0.001
N -0.83210 -0.66455 2.54499 0.005
C 0.01249 0.13390 3.20414 0.007
O 1.01842 0.56958 2.62713 0.002
C -0.18527 0.46280 4.66386 -0.001
C -1.42033 0.73922 5.23346 0.000
C -1.53288 1.00320 6.59101 0.000
C -0.40264 0.97833 7.39452 0.000
C 0.83963 0.71864 6.83002 0.000
C 0.95036 0.47967 5.46884 0.000
C -3.42969 -1.77914 4.85122 0.000
C -2.99115 -2.84352 5.63678 0.000
C -3.40218 -2.98337 6.94951 0.000
C -4.25334 -2.04263 7.50874 0.000
C -4.71867 -1.00047 6.73187 0.000
C -4.32343 -0.84317 5.40200 0.000
C -4.93945 0.31405 4.66006 0.000
C -0.88016 -3.80018 3.45092 0.000
C -0.03479 -2.95392 4.36670 -0.001
C -0.58984 -5.15662 3.38318 0.001
H -1.69177 -8.06976 1.97514 0.000
H -1.01979 -7.91340 3.60186 0.000
H 0.01402 -7.68013 2.19739 0.000
H -2.91957 -6.19408 1.18475 0.000
H -3.85449 -4.29578 0.06115 0.000
H -3.64796 -2.65635 0.65777 0.001
H -4.76035 -3.77196 1.47780 0.000
H -2.31315 0.77652 4.61820 -0.001
H -2.50189 1.22934 7.01868 0.000
H -0.48915 1.16811 8.45666 0.000
H 1.72547 0.70780 7.45286 0.000
H 1.91057 0.28730 5.00793 0.000
H -2.34511 -3.60362 5.22077 0.000
H -3.05004 -3.82314 7.53464 0.000
H -4.56152 -2.12851 8.54279 0.000
H -5.40858 -0.27927 7.15600 0.000
H -4.72850 1.25646 5.16657 0.000
H -6.02515 0.19601 4.63873 0.000
H -4.61953 0.41610 3.62580 0.000
H -0.61718 -2.23618 4.94390 0.000
H 0.70476 -2.38276 3.80243 0.001
H 0.49648 -3.59142 5.07440 0.000
H 0.22626 -5.54000 3.98823 0.000
C -3.76788 3.29667 3.02057 0.000
C -2.82460 3.07710 1.84300 -0.001
C -3.14124 4.11611 0.76734 0.000
C -1.37772 3.17725 2.34096 0.003
O -3.05119 1.73997 1.37038 0.004
Si -3.05846 0.99749 -0.10078 0.012
O -2.32319 -0.42618 -0.00927 0.090
O -4.64744 0.90829 -0.51259 -0.004
C -5.65868 -0.06781 -0.70182 0.003
C -6.86911 0.66517 -1.27277 0.001
C -5.18964 -1.14198 -1.67682 0.000
C -6.02464 -0.67288 0.65369 0.001
O -2.33017 2.03090 -1.16089 -0.006
C -2.34958 2.03834 -2.59402 0.001
C -3.71214 2.51514 -3.08912 0.000
C -2.02356 0.64965 -3.13569 -0.004
C -1.27837 3.02438 -3.04550 0.000
H -3.48195 4.19460 3.57182 0.000
H -3.70626 2.45036 3.69829 0.000
H -4.80110 3.40595 2.68501 0.000
H -3.26707 5.09602 1.23261 0.000
H -4.06892 3.85126 0.25695 0.000
H -2.35738 4.18368 0.01760 0.000
H -1.00653 4.20275 2.28631 0.000
H -0.72595 2.53505 1.75366 -0.005
H -1.29936 2.84822 3.37949 0.000
H -6.64961 1.06147 -2.26467 0.000
H -7.13681 1.49641 -0.62003 0.000
H -7.72418 -0.00899 -1.35029 0.000
H -4.94751 -0.69358 -2.64174 0.000
H -5.97602 -1.88372 -1.83080 0.000
H -4.30071 -1.64625 -1.29615 -0.001
H -5.11785 -0.92791 1.20318 0.000
H -6.62448 -1.57753 0.53394 0.000
H -6.59369 0.04274 1.24761 0.000
H -4.50784 1.87706 -2.71376 0.001
H -3.73730 2.51465 -4.18064 0.000
H -3.89952 3.53160 -2.73768 0.000
H -2.76484 -0.08600 -2.81967 0.000
H -1.04783 0.32848 -2.76287 -0.001
H -1.99157 0.66846 -4.22683 0.000
H -1.47172 4.01420 -2.62839 0.000
H -1.28443 3.10339 -4.13413 0.000
H -0.28665 2.69557 -2.73345 -0.001
F -0.43756 -7.24568 -1.05872 0.000
C 0.71945 -6.55194 -1.09184 0.000
F 1.52927 -7.09357 -0.16723 0.000
F 1.27267 -6.76784 -2.29410 0.000
C 0.47126 -5.08858 -0.84086 -0.004
C 0.01000 -4.28690 -1.87410 0.009
C -0.26303 -2.96264 -1.59430 -0.003
N -0.11865 -2.45562 -0.37232 0.080
C 0.33901 -3.21818 0.61155 0.027
C 0.65223 -4.55168 0.41779 0.010
H -0.10521 -4.66948 -2.87793 0.002
H -0.60835 -2.28055 -2.36036 0.004
H 0.47446 -2.73180 1.56783 -0.025
H 1.02959 -5.14428 1.23801 0.003
```